Entry A
Formula: C14H16O
Source: the Open Molecules 2025 dataset
Level of theory: wB97M-V/def2-TZVPD

Geometry as XYZ:
```
31
Properties=species:S:1:pos:R:3
C 1.05 2.87 0.81
H 1.59 3.35 1.62
H -0.60 5.16 1.28
C 0.56 -2.47 -0.78
C -1.12 4.30 0.87
C 0.99 -2.14 0.52
H 2.07 -3.58 -1.70
H -1.93 4.45 0.17
C -0.09 1.30 -1.17
C 1.27 1.19 -0.94
C 0.06 -2.25 1.54
H 2.07 -1.70 -1.98
H -2.77 -2.78 -0.28
H 1.95 -1.73 0.83
C 1.54 -2.65 -1.93
H -0.57 0.76 -1.97
C -0.75 -2.87 -0.96
H 0.49 -2.16 2.53
O -2.18 -2.38 2.38
C -0.83 2.24 -0.46
H -1.63 3.95 1.80
H 0.98 -2.81 -2.85
H 1.91 0.51 -1.48
C -1.30 -2.44 1.32
C 1.81 1.99 0.07
H -1.88 2.38 -0.70
C -1.75 -2.62 0.02
C -0.30 3.11 0.49
H -2.45 -1.47 2.53
H -1.03 -3.28 -1.92
H 2.84 1.78 0.37
```

Summary:
HOMO-LUMO gap in eV: 9.44
LUMO energy in eV: 0.749
Structure (SMILES): Cc1ccc(O)cc1.Cc1ccccc1
HOMO level in eV: -8.69

---

Entry B
Formula: C14H16O
Source: the Open Molecules 2025 dataset
Level of theory: wB97M-V/def2-TZVPD

Geometry as XYZ:
```
31
Properties=species:S:1:pos:R:3
C -1.59 0.11 1.41
C -0.19 1.39 -1.53
C -1.32 -2.24 0.78
C -2.02 -1.05 0.75
H -0.10 -0.22 -4.16
C 0.24 -1.24 2.25
H -1.90 -3.44 -0.63
C 1.78 2.11 -0.42
C 0.40 2.21 -0.58
H 3.46 0.81 -0.75
C 0.44 0.31 -2.13
O -1.88 -3.43 0.35
C 0.12 1.22 2.79
H 2.23 2.80 0.28
C 1.80 0.16 -1.86
H 0.02 -1.62 -3.03
C 2.44 1.04 -0.99
C -0.25 -0.57 -3.13
H -0.70 1.94 2.91
H 0.73 1.17 3.68
H 2.40 -0.64 -2.28
H 0.90 -1.36 3.10
H 0.73 1.80 2.09
C -0.09 -2.31 1.42
H -2.95 -1.02 0.19
C -0.39 -0.02 2.13
H -0.17 2.92 0.01
H -1.31 -0.36 -3.17
H 0.62 -3.06 1.09
H -1.17 1.66 -1.90
H -2.30 0.92 1.32
```

Summary:
HOMO-LUMO gap in eV: 9.23
LUMO energy in eV: 0.718
Structure (SMILES): Cc1ccc(O)cc1.Cc1ccccc1
HOMO level in eV: -8.51

---

Entry C
Formula: C14H16O
Source: the Open Molecules 2025 dataset
Level of theory: wB97M-V/def2-TZVPD

Geometry as XYZ:
```
31
Properties=species:S:1:pos:R:3
H 2.64 -2.14 -1.42
C 1.28 0.11 1.40
H -2.06 0.08 4.84
H 1.18 1.32 4.55
H -2.12 1.82 4.41
O 2.59 -1.41 -2.05
H 1.93 -0.21 0.59
H -0.29 1.84 -3.04
H 0.32 -2.85 -1.77
C -0.20 0.81 -2.72
H -2.05 0.39 1.91
C -1.30 -0.01 -2.57
C -0.08 0.03 1.19
C -2.72 0.34 -3.00
H -0.49 -0.32 0.25
C 1.10 0.35 -2.55
H -1.93 -1.92 -1.87
C 1.30 -0.96 -2.14
H -2.70 1.23 -3.61
C 0.83 1.00 3.58
C 1.74 0.60 2.62
H -3.41 0.40 -2.16
C -1.00 0.39 2.16
C -1.06 -1.31 -2.09
H -0.92 1.22 5.49
C 0.22 -1.78 -1.86
C -1.47 0.96 4.59
H -3.03 -0.51 -3.61
H 1.95 0.99 -2.41
H 2.80 0.68 2.78
C -0.54 0.81 3.41
```

Summary:
HOMO-LUMO gap in eV: 9.34
LUMO energy in eV: 0.822
Structure (SMILES): Cc1ccc(O)cc1.Cc1ccccc1
HOMO level in eV: -8.52

---

Most stable pick: entry C. Distance to second place: 0.0273 hartree.